1.
A cluster of 14 separate species, C35H103N5O14 in total at a distorted geometry, computed with ωB97M-V/def2-TZVPD.

```
! RIJCOSX wB97M-V def2-TZVPD def2/J DEFGRID3
* xyz 0 1
C -2.23 -9.88 -2.80
C -1.72 -9.64 -4.28
C -1.36 -10.96 -4.90
O -2.75 -9.09 -5.15
H -2.69 -9.02 -2.32
H -1.52 -10.17 -2.03
H -3.03 -10.62 -2.78
H -0.79 -9.07 -4.38
H -0.97 -11.57 -4.08
H -0.59 -10.69 -5.62
H -2.24 -11.30 -5.44
H -2.32 -8.88 -5.98
C 6.64 4.19 0.17
C 6.96 3.87 -1.26
C 5.67 4.14 -2.17
O 7.99 4.75 -1.61
H 7.51 3.96 0.79
H 5.98 3.38 0.45
H 6.30 5.23 0.24
H 7.41 2.89 -1.41
H 5.20 3.20 -2.43
H 5.98 4.66 -3.07
H 4.93 4.77 -1.66
H 8.79 4.38 -1.24
C -5.35 7.78 -1.96
C -5.75 7.74 -3.42
C -6.48 9.02 -3.96
O -4.60 7.55 -4.20
H -4.61 7.00 -1.78
H -6.23 7.86 -1.34
H -4.77 8.69 -1.79
H -6.40 6.86 -3.49
H -7.44 9.09 -3.44
H -6.61 9.02 -5.04
H -5.86 9.90 -3.77
H -4.60 6.60 -4.27
C 3.93 -8.53 4.81
C 3.82 -9.99 5.27
C 4.19 -10.90 4.06
O 3.00 -11.25 3.40
C 3.31 -12.14 2.33
N 4.84 -10.01 6.33
H 4.93 -8.27 4.45
H 3.68 -7.75 5.52
H 3.24 -8.42 3.97
H 2.83 -10.30 5.59
H 4.60 -11.79 4.53
H 4.96 -10.38 3.49
H 2.81 -11.85 1.41
H 3.08 -13.19 2.50
H 4.35 -12.30 2.06
H 4.93 -10.91 6.79
H 5.64 -10.05 5.71
C -1.55 7.84 4.61
C -1.00 7.73 6.01
C -0.18 8.98 6.57
O 0.32 8.63 7.83
C 1.41 9.43 8.29
N -2.17 7.58 6.89
H -2.17 8.74 4.67
H -2.00 6.89 4.34
H -0.76 8.08 3.91
H -0.37 6.84 5.93
H -0.72 9.92 6.65
H 0.59 9.20 5.82
H 2.00 10.01 7.59
H 2.10 8.91 8.95
H 0.89 10.15 8.92
H -1.78 7.23 7.76
H -2.81 6.86 6.59
C -3.69 3.41 -8.50
C -4.18 2.40 -7.45
C -3.95 0.92 -7.79
O -4.75 0.41 -8.88
C -6.18 0.45 -8.74
N -3.44 2.85 -6.27
H -2.63 3.36 -8.75
H -4.15 4.40 -8.45
H -4.04 3.03 -9.46
H -5.26 2.55 -7.38
H -4.12 0.39 -6.85
H -2.88 0.90 -8.00
H -6.55 0.03 -9.67
H -6.60 1.46 -8.67
H -6.53 -0.20 -7.94
H -2.46 2.60 -6.33
H -3.81 2.32 -5.50
C 4.20 4.79 6.64
C 3.63 3.49 7.02
C 4.24 2.34 6.20
O 3.77 1.06 6.66
C 2.49 0.69 6.16
N 3.68 3.25 8.43
H 5.25 4.74 6.35
H 3.93 5.46 7.45
H 3.76 5.23 5.75
H 2.58 3.59 6.73
H 5.33 2.30 6.31
H 4.09 2.43 5.12
H 1.76 1.17 6.82
H 2.22 -0.36 6.20
H 2.19 1.17 5.23
H 4.61 3.26 8.82
H 3.48 2.27 8.55
C -0.41 1.30 -0.05
C 0.50 0.15 -0.37
C -0.06 -1.13 0.12
O 0.93 -2.08 -0.12
C 0.48 -3.44 0.21
N 0.71 0.20 -1.77
H -0.57 1.38 1.02
H -1.42 1.20 -0.44
H 0.15 2.19 -0.34
H 1.42 0.27 0.20
H -0.97 -1.44 -0.39
H -0.31 -1.23 1.18
H 0.50 -3.34 1.30
H 0.95 -4.34 -0.18
H -0.57 -3.64 0.00
H 1.17 -0.66 -2.03
H 1.37 0.86 -2.15
C -6.50 0.09 -2.66
O -7.22 1.17 -2.99
H -5.47 0.39 -2.51
H -6.85 -0.43 -1.77
H -6.58 -0.71 -3.40
H -7.39 1.68 -2.19
C 3.76 0.87 -7.88
O 2.87 1.85 -7.40
H 4.54 0.68 -7.15
H 3.28 -0.10 -7.98
H 4.29 1.21 -8.77
H 3.26 2.70 -7.61
C -3.75 -5.18 4.98
O -2.67 -4.21 5.06
H -4.11 -5.52 5.95
H -4.60 -4.71 4.48
H -3.40 -6.09 4.49
H -2.18 -4.37 5.87
C -4.91 0.29 4.67
O -5.56 1.45 5.24
H -5.33 -0.66 5.00
H -5.03 0.23 3.59
H -3.84 0.26 4.84
H -6.51 1.49 5.13
C -0.47 -3.78 -6.67
O 0.72 -4.55 -6.41
H -0.80 -3.45 -5.69
H -0.39 -2.86 -7.26
H -1.25 -4.46 -7.01
H 1.29 -4.00 -5.87
C 5.76 -2.29 -2.82
O 4.47 -2.84 -3.02
H 6.49 -3.09 -2.72
H 6.20 -1.65 -3.60
H 5.63 -1.76 -1.88
H 3.93 -2.74 -2.23
*
```

**Kohn-Sham gap**: 9.192 eV
**HOMO energy**: -9.12 eV
**Lowest unoccupied orbital energy**: 0.07 eV
**Total energy**: -2721.97994 a.u.
**Largest force on an atom**: 3.3 eV Å⁻¹

Results of the Löwdin charge analysis, in e, for atoms 1 through 4: -0.051 -0.457 -0.081 -0.069

***

2.
A cluster of 17 separate species, C35H112N8O17 in total at a distorted geometry, computed with ωB97M-V/def2-TZVPD.

```
! RIJCOSX wB97M-V def2-TZVPD def2/J DEFGRID3
* xyz 0 1
C -3.52 0.29 -5.55
C -3.47 1.42 -4.52
C -3.91 2.67 -5.26
O -3.12 2.97 -6.41
C -3.58 4.12 -7.10
N -4.23 1.31 -3.33
H -4.57 0.06 -5.86
H -3.14 -0.68 -5.29
H -3.03 0.59 -6.49
H -2.45 1.56 -4.19
H -3.90 3.51 -4.56
H -4.95 2.49 -5.54
H -4.51 3.85 -7.69
H -2.82 4.50 -7.72
H -3.74 4.98 -6.45
H -5.19 0.98 -3.47
H -3.87 0.95 -2.47
C 2.86 -7.86 3.21
C 1.46 -7.91 3.84
C 0.55 -6.92 3.13
O 1.07 -5.64 2.95
C 0.11 -4.70 2.43
N 0.79 -9.26 3.81
H 2.66 -8.07 2.16
H 3.56 -8.61 3.55
H 3.32 -6.90 3.34
H 1.57 -7.51 4.82
H -0.43 -6.87 3.60
H 0.50 -7.29 2.11
H 0.63 -3.82 2.11
H -0.69 -4.52 3.11
H -0.33 -5.12 1.54
H 0.57 -9.45 2.85
H 1.35 -9.98 4.18
C 4.59 0.35 -0.36
C 5.54 0.38 0.83
C 4.69 0.58 2.04
O 4.01 1.78 1.93
C 3.23 2.00 3.08
N 6.24 -0.89 1.11
H 3.86 -0.46 -0.36
H 5.12 0.37 -1.31
H 3.93 1.23 -0.31
H 6.30 1.18 0.71
H 5.33 0.63 2.93
H 4.02 -0.32 2.22
H 3.89 1.93 3.99
H 2.36 1.36 3.07
H 2.84 3.02 2.98
H 5.51 -1.60 1.21
H 6.78 -1.15 0.29
C 2.51 5.87 -4.90
C 3.57 6.06 -3.84
C 3.92 4.77 -3.09
O 4.68 3.93 -3.87
C 5.45 3.05 -3.08
N 4.67 6.70 -4.49
H 2.18 6.87 -5.18
H 1.66 5.26 -4.60
H 2.90 5.31 -5.77
H 3.20 6.76 -3.04
H 2.98 4.39 -2.69
H 4.54 5.07 -2.17
H 4.80 2.23 -2.73
H 5.93 3.55 -2.18
H 6.24 2.66 -3.70
H 5.20 6.08 -5.08
H 5.32 7.16 -3.86
C -6.71 1.91 1.05
C -5.98 3.04 1.72
C -4.50 2.75 1.80
O -4.33 1.47 2.36
C -3.05 1.21 2.81
N -6.31 4.33 1.06
H -6.74 1.09 1.71
H -6.26 1.67 0.07
H -7.76 2.22 0.93
H -6.40 3.04 2.75
H -4.04 3.54 2.42
H -4.00 2.82 0.81
H -2.74 1.92 3.57
H -2.22 1.12 2.07
H -3.06 0.24 3.46
H -5.62 5.06 1.22
H -6.36 4.17 0.06
C -3.67 -5.80 2.15
C -4.07 -4.57 2.95
C -4.25 -4.79 4.45
O -2.97 -4.96 5.07
C -3.08 -5.17 6.46
N -3.25 -3.39 2.62
H -4.32 -6.67 2.42
H -2.68 -6.21 2.30
H -3.82 -5.67 1.04
H -5.08 -4.35 2.60
H -4.82 -5.68 4.76
H -4.76 -3.90 4.88
H -3.35 -4.20 6.85
H -2.14 -5.44 6.89
H -3.85 -5.89 6.74
H -3.76 -2.58 2.99
H -2.34 -3.47 3.04
C 0.33 -0.93 0.97
C -0.06 -1.18 -0.45
C 0.85 -0.42 -1.36
O 0.72 0.98 -1.17
C 1.36 1.71 -2.20
N -0.03 -2.61 -0.80
H 0.52 0.14 1.10
H 1.28 -1.50 1.12
H -0.37 -1.29 1.77
H -1.07 -0.75 -0.52
H 0.48 -0.74 -2.42
H 1.92 -0.71 -1.22
H 2.45 1.52 -2.35
H 1.19 2.78 -2.02
H 0.84 1.58 -3.12
H -0.68 -3.02 -0.12
H -0.33 -2.73 -1.78
C 4.84 5.37 2.64
C 4.38 5.53 1.16
C 3.15 4.79 0.75
O 2.07 5.06 1.65
C 0.83 4.56 1.21
N 4.21 6.94 0.76
H 5.49 6.20 2.84
H 5.28 4.44 2.89
H 3.96 5.54 3.24
H 5.22 5.17 0.47
H 3.35 3.73 0.74
H 2.88 5.07 -0.28
H 0.11 4.85 2.00
H 0.96 3.48 1.24
H 0.45 4.91 0.22
H 4.82 7.56 1.27
H 3.28 7.33 0.93
O 4.08 -3.51 1.13
H 3.55 -3.78 0.36
H 4.02 -4.30 1.72
O -3.72 0.25 -0.30
H -3.73 -0.74 -0.29
H -4.38 0.47 0.34
O -3.69 -2.50 -0.06
H -3.08 -2.79 -0.77
H -3.29 -2.85 0.80
O 2.45 -4.02 -1.05
H 1.56 -3.76 -0.84
H 2.46 -4.41 -1.97
O -1.83 2.11 0.07
H -0.99 1.80 -0.25
H -2.43 1.42 -0.21
O 3.52 2.02 -5.46
H 4.07 2.73 -5.09
H 3.83 1.77 -6.38
C -1.89 -1.79 6.11
O -2.97 -1.63 5.17
H -1.00 -1.28 5.72
H -2.16 -1.29 7.05
H -1.74 -2.88 6.23
H -3.46 -0.80 5.39
C 2.29 -1.56 -4.59
O 1.50 -0.38 -4.80
H 2.92 -1.63 -3.66
H 1.56 -2.35 -4.70
H 3.05 -1.62 -5.37
H 2.13 0.36 -5.01
C -4.10 -2.91 -2.82
O -2.74 -2.66 -2.58
H -4.29 -3.84 -2.24
H -4.79 -2.15 -2.50
H -4.24 -3.11 -3.91
H -2.42 -1.90 -3.10
*
```

**Kohn-Sham gap**: 9.166 eV
**HOMO energy**: -8.78 eV
**Lowest unoccupied orbital energy**: 0.39 eV
**Total energy**: -3117.60072 a.u.
**Largest force on an atom**: 3.3 eV Å⁻¹

Results of the Löwdin charge analysis, in e, for atoms 1 through 4: -0.055 -0.454 -0.221 -0.192

***

Q: Which value of lowest unoccupied orbital energy does entry 2 give?
A: 0.39 eV